Record 1
Entry from the Open Molecules 2025 dataset: a structure of composition C31H37FeN4O3S (the ωB97M-V functional and the def2-TZVPD basis).

Each line ends with the Löwdin charge.
Element x y z (Å)
Fe 0.09384 -0.12495 -0.23990  0.702
C 2.84238 -1.10601 -0.51677  -0.130
C 3.15116 0.06162 -1.43404  -0.082
C 2.08796 0.37926 -2.45210  -0.220
C 2.48530 0.72184 -3.73740  0.012
C 1.54397 1.05327 -4.69454  -0.009
C 0.20688 1.02770 -4.33784  -0.009
C -0.12604 0.66899 -3.04897  -0.096
N 0.78437 0.34575 -2.11393  0.057
N 1.83771 -0.80407 0.52999  -0.203
C 2.32657 0.21861 1.50114  -0.055
C 1.93118 1.59075 1.05617  -0.233
C 2.57715 2.74745 1.45499  0.024
C 2.13602 3.95811 0.94995  0.000
C 1.07867 3.97158 0.04883  -0.001
C 0.48018 2.77832 -0.29034  -0.076
N 0.89043 1.61322 0.22403  0.037
C 1.54330 -2.04599 1.28253  -0.093
C 0.27187 -1.83376 2.04306  -0.250
C -0.06277 -2.55512 3.17110  0.014
C -1.30201 -2.33674 3.75514  -0.010
C -2.15657 -1.41120 3.18084  -0.005
C -1.74390 -0.71591 2.05918  -0.073
N -0.54110 -0.91042 1.50889  0.067
H 3.76109 -1.43937 -0.02506  0.144
H 2.44968 -1.94056 -1.09897  0.133
H 4.06263 -0.18796 -1.97680  0.134
H 3.39315 0.96142 -0.86220  0.128
H 3.53985 0.72981 -3.97645  0.129
H 1.84981 1.32688 -5.69542  0.128
H -0.57531 1.28330 -5.03814  0.125
H -1.15350 0.64532 -2.72870  0.076
H 3.40763 0.12785 1.63122  0.152
H 1.85972 0.02053 2.46764  0.148
H 3.41460 2.69418 2.13732  0.134
H 2.62069 4.88015 1.24149  0.129
H 0.72078 4.89384 -0.38569  0.127
H -0.35587 2.73677 -0.97486  0.125
H 2.37797 -2.30389 1.93950  0.152
H 1.40510 -2.85508 0.56652  0.133
H 0.63374 -3.27466 3.57977  0.132
H -1.59346 -2.88295 4.64217  0.128
H -3.13447 -1.21486 3.59619  0.126
H -2.37245 0.01462 1.58114  0.110
C -2.23271 4.01075 2.16334  -0.001
C -1.99479 2.74244 1.37934  -0.382
O -1.18790 1.93014 1.80319  0.032
C -2.76230 2.50264 0.12715  -0.091
C -3.79408 3.40328 -0.19355  -0.019
C -4.61865 3.24899 -1.28507  -0.060
C -4.43249 2.14395 -2.10732  -0.049
C -3.42413 1.24460 -1.83268  -0.025
C -2.55884 1.39334 -0.73357  -0.310
O -1.65014 0.42634 -0.58694  -0.239
H -1.54879 4.01768 3.00727  0.091
H -3.25613 4.06458 2.53690  0.098
H -2.06403 4.89392 1.54530  0.094
H -3.95777 4.25319 0.45228  0.110
H -5.40129 3.96606 -1.48653  0.115
H -5.07729 1.98240 -2.96155  0.118
H -3.28869 0.37173 -2.46182  0.106
C -0.29554 -3.56008 -3.96726  -0.119
C -0.98396 -3.77323 -2.62766  -0.361
S -1.43885 -2.18788 -1.89355  1.050
O -0.28541 -1.94861 -0.88664  -0.540
C -2.85171 -2.64760 -0.88065  -0.355
C -2.55448 -3.70379 0.16910  -0.095
H -0.00608 -4.52256 -4.38614  0.090
H 0.60644 -2.95527 -3.85801  0.073
H -0.95686 -3.06852 -4.67980  0.082
H -0.33026 -4.24864 -1.89532  0.101
H -1.89232 -4.36905 -2.71898  0.104
H -3.61309 -2.96233 -1.59932  0.108
H -3.17649 -1.70239 -0.44263  0.079
H -2.31647 -4.66987 -0.27411  0.082
H -3.43376 -3.83734 0.79800  0.095
H -1.72463 -3.39816 0.80669  0.058

Values from the calculation:
Energy relative to the best compared isomer or geometry (same formula, charge and spin) = 0.0 kcal per mole
Frontier orbital gap (spin up / spin down) = 7.863 / 7.245 eV
Total charge = +2
Maximum force = 0.28 eV Å⁻¹
2S+1 = 2

=====

Record 2
Entry from the Open Molecules 2025 dataset: a structure of composition C31H38AsClN6O3RuS2SeSi (the ωB97M-V functional and the def2-TZVPD basis).

Each line ends with the Löwdin charge.
Element x y z (Å)
Ru -0.14020 0.32986 0.92374  0.713
C -3.88582 -2.77958 -0.25056  0.009
N -2.45264 -2.89689 -0.49097  -0.079
C -1.86046 -3.64744 -1.48986  -0.001
C -0.53044 -3.49681 -1.37507  -0.039
N -0.31196 -2.63918 -0.30153  0.020
C -1.51186 -2.26298 0.22119  -0.619
S -1.77761 -1.22694 1.54369  0.745
C 0.91896 -2.50869 0.37584  -0.258
C 1.82092 -3.56212 0.32900  0.016
C 2.98385 -3.47176 1.06540  -0.021
C 3.18523 -2.35822 1.86314  -0.029
C 2.23957 -1.35662 1.83816  -0.147
N 1.13113 -1.39584 1.07820  -0.025
H -4.40130 -3.41335 -0.96643  0.108
H -4.19259 -1.74605 -0.37705  0.059
H -4.12115 -3.10471 0.76060  0.106
H -2.44121 -4.20947 -2.19877  0.135
H 0.26881 -3.88434 -1.97933  0.085
H 1.59906 -4.45225 -0.23963  0.121
H 3.70509 -4.27733 1.03672  0.126
H 4.06107 -2.25349 2.48647  0.122
H 2.37032 -0.46186 2.42919  0.054
C -0.99970 2.18344 5.79173  -0.252
As -1.33469 1.93262 3.91921  0.773
C -3.04960 1.06369 3.78786  -0.239
C -1.57955 3.68236 3.18422  -0.240
S 0.35847 0.88892 3.15944  0.245
H -1.84825 2.69007 6.24918  0.047
H -0.09960 2.78225 5.91126  0.043
H -0.85134 1.20931 6.25212  0.043
H -3.80080 1.82182 3.57098  0.049
H -3.27046 0.58321 4.73898  0.048
H -3.04092 0.32327 2.99427  -0.058
H -2.43216 4.15623 3.66958  0.050
H -1.75510 3.57290 2.11639  0.019
H -0.67510 4.25763 3.36460  0.034
Se 2.31212 -2.07485 -3.20132  1.095
N 3.99809 -2.17258 -2.60659  -0.231
C 4.12259 -1.29516 -1.63120  -0.397
C 5.31275 -1.01825 -0.92320  -0.002
C 5.28176 -0.02738 0.06233  -0.068
C 4.13244 0.64455 0.36521  -0.045
N 2.93258 0.36530 -0.28927  -0.016
C 2.89763 -0.56164 -1.31698  -0.403
N 1.83413 -0.81308 -2.00264  -0.190
H 6.21912 -1.54912 -1.17385  0.117
H 6.17835 0.23556 0.60566  0.114
H 4.06379 1.41333 1.11861  0.134
C 2.53475 4.09354 -1.45926  -0.171
Si 0.99298 3.89033 -0.42617  0.477
C -0.51761 4.12389 -1.47970  -0.163
C 1.03676 5.09916 0.99253  -0.169
C 1.15293 2.12140 0.16859  -0.125
C 1.83167 1.10663 0.03930  -0.232
H 2.56872 5.08867 -1.90911  0.039
H 2.56637 3.35796 -2.26579  0.040
H 3.43510 3.97099 -0.85295  0.036
H -0.42860 5.06644 -2.02481  0.048
H -1.42584 4.16681 -0.87777  0.029
H -0.60621 3.32075 -2.21417  0.043
H 1.38536 6.06624 0.62185  0.041
H 1.72582 4.77448 1.77476  0.039
H 0.05641 5.25650 1.43471  0.008
C -5.91914 -0.50857 -3.13473  -0.017
C -5.87902 -0.39776 -1.63882  -0.209
C -6.75897 -1.09799 -0.83088  -0.070
C -6.69741 -0.98701 0.55339  -0.676
Cl -7.80219 -1.90208 1.53352  0.675
C -5.76806 -0.16362 1.15263  -0.105
C -4.87414 0.54732 0.35861  -0.024
C -4.92523 0.42307 -1.02172  -0.243
O -4.05815 1.04543 -1.87126  -0.009
C -3.14619 1.95286 -1.30077  -0.098
C -1.99066 1.28971 -0.55994  -0.642
O -1.33453 0.35677 -1.06825  -0.033
O -1.67280 1.74516 0.59313  -0.209
H -6.65930 -1.24314 -3.44668  0.083
H -4.94451 -0.79476 -3.53244  0.087
H -6.17138 0.45147 -3.58782  0.094
H -7.50400 -1.74153 -1.28101  0.118
H -5.72924 -0.08488 2.23085  0.105
H -4.12368 1.16342 0.83321  0.092
H -3.65115 2.65177 -0.62900  0.139
H -2.72789 2.51097 -2.13616  0.129

Values from the calculation:
Energy relative to the best compared isomer or geometry (same formula, charge and spin) = 7.5 kcal per mole
Frontier orbital gap (spin up / spin down) = 6.737 / 6.955 eV
Total charge = +1
Maximum force = 1.11 eV Å⁻¹
2S+1 = 2

=====

Record 3
Entry from the Open Molecules 2025 dataset: a structure of composition C31H38Br51F4I2N2 (the ωB97M-V functional and the def2-TZVPD basis).

Each line ends with the Löwdin charge.
Element x y z (Å)
C 8.19532 0.26178 1.44146  -0.137
C 8.37177 1.53002 0.36601  -0.248
C 7.62069 2.88977 0.89958  -0.223
C 6.79273 3.70114 -0.30575  -0.210
C 5.56285 2.71478 -0.86270  -0.181
C 4.05981 3.33544 -0.53539  -0.151
N 3.73414 2.93134 0.88572  -0.026
C 4.05181 3.81259 2.11066  0.125
N 3.53630 3.09911 3.34071  0.015
C 3.51331 3.46643 4.80777  -0.202
F 2.32218 2.74515 5.39420  -0.075
F 4.71772 2.93505 5.51010  -0.004
C 3.24704 5.06764 5.10098  -0.043
F 2.77993 5.16387 6.53419  -0.023
F 2.13971 5.64721 4.28410  -0.016
C 2.94126 1.76656 2.94355  -0.148
C 3.06452 1.64424 1.31344  -0.075
C 2.48894 0.35718 0.47660  -0.693
I 4.01103 -0.84053 -0.54832  0.779
C 1.24872 0.78574 -0.56039  -0.738
C -0.03054 -0.21973 -0.20983  -0.164
I 1.91251 0.55366 -2.65786  0.707
H 9.15569 0.17626 2.13176  0.082
H 7.23618 0.36310 2.10971  0.057
H 8.08131 -0.77892 0.87131  0.082
H 9.50781 1.66173 0.10919  0.057
H 7.85582 1.13902 -0.63509  0.110
H 8.43829 3.56180 1.41403  0.096
H 6.80066 2.53902 1.68967  0.092
H 7.60399 3.85590 -1.16564  0.051
H 6.37415 4.73956 0.08127  0.103
H 5.63957 2.49806 -2.01025  0.075
H 5.64467 1.73391 -0.18921  0.059
H 3.24036 3.01768 -1.32176  0.092
H 4.12398 4.52576 -0.58476  0.110
H 4.58843 4.85188 2.14610  0.173
H 4.21854 5.72291 5.02319  0.191
H 2.46152 0.91270 3.58380  -0.016
H 1.98777 -0.36481 1.28449  0.101
H 1.00087 1.92422 -0.33469  0.103
H -0.52596 0.21651 0.76442  -0.006
H 0.45626 -1.27943 0.03162  0.105
H -0.73199 -0.23220 -1.14833  0.070
C -1.92836 0.76445 3.78190  -1.590
Br -1.36531 -1.09368 3.90370  0.569
Br -0.55461 1.98082 4.42820  0.546
Br -2.51747 1.22614 1.98641  0.569
H -2.79423 0.88014 4.44214  -0.162
C 3.70580 -0.79222 6.21956  -1.508
Br 3.54295 -2.71307 5.95813  0.599
Br 3.96861 0.14753 4.53663  0.815
Br 2.20649 -0.06894 7.22601  0.598
H 4.60499 -0.62661 6.82209  -0.014
C -0.00333 0.19677 -6.69909  -1.577
Br 1.89409 -0.05213 -6.34923  0.519
Br -0.91869 -1.49898 -6.96546  0.563
Br -0.85832 1.27238 -5.32211  0.521
H -0.08491 0.75506 -7.63753  -0.020
C -4.80204 4.93340 2.62185  -1.577
Br -3.21817 4.22394 3.50081  0.522
Br -4.65095 4.85440 0.68397  0.526
Br -6.42804 4.07486 3.25670  0.566
H -4.87194 5.99167 2.89427  -0.055
C 5.66286 5.74876 -3.98479  -1.561
Br 7.56028 5.49986 -3.63493  0.573
Br 4.74749 4.05300 -4.25116  0.591
Br 4.80787 6.82436 -2.60781  0.569
H 5.58128 6.30705 -4.92323  -0.019
C -2.18362 -5.45361 -5.65506  -1.562
Br -0.38497 -5.59940 -4.92832  0.555
Br -3.22200 -4.08171 -4.74726  0.503
Br -2.16656 -5.19168 -7.58252  0.522
H -2.68306 -6.40970 -5.46672  -0.081
C -3.07656 -9.82026 -4.55255  -1.591
Br -2.20500 -9.98884 -6.28360  0.513
Br -1.80471 -9.41033 -3.13876  0.575
Br -4.54172 -8.54162 -4.60123  0.559
H -3.51223 -10.79696 -4.31743  -0.131
C -6.03586 9.24076 0.29008  -1.591
Br -4.45199 8.53130 1.16904  0.546
Br -5.88476 9.16176 -1.64780  0.562
Br -7.66186 8.38222 0.92493  0.560
H -6.10576 10.29902 0.56249  -0.023
C -3.40515 1.33517 7.73523  -1.548
Br -3.96518 0.16467 6.28580  0.662
Br -1.46840 1.39941 7.90643  0.538
Br -4.17649 3.11320 7.56900  0.529
H -3.79406 0.90343 8.66334  -0.082
C 11.43817 4.99139 -1.48506  -1.577
Br 11.27532 3.07054 -1.74649  0.587
Br 11.70099 5.93114 -3.16799  0.568
Br 9.93887 5.71467 -0.47861  0.566
H 12.33737 5.15700 -0.88252  -0.020
C -8.28318 4.03790 8.61325  -1.584
Br -7.77336 5.47956 7.41065  0.552
Br -7.82839 2.29249 7.88445  0.539
Br -7.55074 4.29047 10.39755  0.565
H -9.37361 4.07076 8.70764  -0.022
C -1.56998 -8.42178 -9.80194  -1.597
Br -1.00693 -10.27992 -9.68015  0.530
Br -0.19623 -7.20542 -9.15565  0.516
Br -2.15908 -7.96010 -11.59744  0.570
H -2.43585 -8.30610 -9.14171  -0.045
C -4.07310 -0.34861 -2.81298  -1.573
Br -5.46652 -0.57622 -4.15130  0.561
Br -4.51342 1.05628 -1.54143  0.546
Br -3.64512 -2.02371 -1.92142  0.525
H -3.16991 -0.02863 -3.34296  -0.054
C -3.99494 3.40004 12.06764  -1.587
Br -3.48512 4.84170 10.86503  0.536
Br -3.54015 1.65464 11.33883  0.595
Br -3.26249 3.65261 13.85194  0.576
H -5.08537 3.43290 12.16203  -0.055
C -8.05741 -3.70030 -3.48558  -1.600
Br -7.54531 -2.89456 -1.79056  0.534
Br -6.91335 -5.20457 -3.94680  0.532
Br -9.94053 -4.18704 -3.51609  0.565
H -7.91146 -2.93871 -4.25870  -0.037
C -4.23809 -12.95960 -8.55940  -1.557
Br -3.35776 -13.10057 -6.83033  0.527
Br -4.88778 -11.15708 -8.89595  0.505
Br -3.10405 -13.60169 -10.00359  0.563
H -5.11498 -13.61456 -8.52611  -0.023
C -7.49611 -11.87114 -4.82508  -1.557
Br -5.69746 -12.01693 -4.09835  0.596
Br -8.53449 -10.49924 -3.91728  0.570
Br -7.47905 -11.60921 -6.75254  0.554
H -7.99555 -12.82723 -4.63675  -0.020

Values from the calculation:
Frontier orbital gap = 6.747 eV
Total charge = +1
Maximum force = 6.97 eV Å⁻¹
2S+1 = 1

=====

Which formula does entry 3 have? C31H38Br51F4I2N2